C43H105Br3N2O26P6 as an isolated structure in a non-equilibrium geometry. Source: OMol25; level of theory: wB97M-V/def2-TZVPD.

Results
Kohn-Sham gap	8.95	eV
E_tot	-13537.9919	Eh
energy relative to the best compared isomer or geometry (same formula, charge and spin)	0.000	eV

Geometry as ORCA input:
```
! RIJCOSX wB97M-V def2-TZVPD def2/J DEFGRID3
* xyz 0 1
C -0.71 -7.04 2.66
O -1.20 -8.15 2.66
N 0.43 -6.69 2.03
C 1.02 -5.38 2.08
C 1.21 -7.69 1.32
H -1.16 -6.21 3.23
H 1.35 -4.98 1.12
H 1.98 -5.43 2.61
H 0.40 -4.63 2.56
H 1.35 -7.34 0.29
H 2.17 -7.87 1.78
H 0.67 -8.63 1.24
C -2.54 -4.15 -2.05
O -2.35 -3.24 -1.26
N -2.71 -4.02 -3.38
C -2.61 -2.74 -4.04
C -2.94 -5.15 -4.25
H -2.53 -5.22 -1.76
H -3.55 -2.50 -4.54
H -1.86 -2.77 -4.85
H -2.26 -1.97 -3.36
H -2.32 -5.02 -5.14
H -2.73 -6.09 -3.75
H -3.96 -5.15 -4.64
C -0.07 -1.43 0.27
Br 1.15 -2.76 -0.43
Br 0.68 0.36 -0.15
Br -0.49 -1.58 2.14
H -1.00 -1.51 -0.28
C 3.62 1.06 1.29
C 3.96 -0.40 1.25
O 4.44 -0.77 2.55
P 4.54 -2.32 2.96
O 3.91 -3.25 2.02
O 6.09 -2.54 3.20
C 6.95 -2.44 2.05
C 8.05 -3.46 2.22
O 3.93 -2.36 4.42
C 2.52 -2.27 4.56
C 2.18 -1.86 5.99
H 2.82 1.31 1.99
H 4.47 1.67 1.62
H 3.36 1.40 0.29
H 3.14 -1.03 0.91
H 4.73 -0.56 0.49
H 6.43 -2.46 1.10
H 7.36 -1.42 2.06
H 8.47 -3.46 3.22
H 7.56 -4.43 2.08
H 8.81 -3.33 1.45
H 2.14 -1.44 3.94
H 1.99 -3.16 4.22
H 2.50 -2.63 6.70
H 2.82 -1.02 6.28
H 1.13 -1.64 6.10
C 1.43 -2.06 -3.80
C 2.50 -2.12 -4.89
O 2.07 -3.00 -5.92
P 1.19 -2.55 -7.18
O 1.88 -1.65 -8.11
O -0.15 -2.05 -6.51
C -1.13 -1.27 -7.17
C -1.76 -1.98 -8.34
O 0.76 -3.96 -7.79
C 1.62 -4.60 -8.72
C 1.26 -4.22 -10.16
H 1.76 -1.41 -2.98
H 0.51 -1.61 -4.16
H 1.19 -3.09 -3.54
H 2.69 -1.11 -5.28
H 3.44 -2.51 -4.51
H -1.87 -0.97 -6.42
H -0.75 -0.28 -7.45
H -0.99 -2.38 -9.00
H -2.39 -2.80 -7.99
H -2.42 -1.40 -8.99
H 2.68 -4.36 -8.60
H 1.55 -5.69 -8.64
H 1.07 -3.16 -10.29
H 2.06 -4.48 -10.85
H 0.35 -4.75 -10.44
C 5.40 5.75 2.57
C 3.96 5.34 2.31
O 3.85 4.63 1.08
P 2.42 4.51 0.36
O 2.48 3.69 -0.86
O 1.93 6.00 0.11
C 2.49 6.76 -0.96
C 1.76 8.11 -0.99
O 1.50 4.02 1.54
C 0.14 3.60 1.21
C -0.90 4.66 1.49
H 6.10 4.92 2.55
H 5.69 6.55 1.89
H 5.43 6.11 3.60
H 3.58 4.76 3.16
H 3.33 6.24 2.31
H 3.55 6.94 -0.77
H 2.37 6.19 -1.89
H 2.26 8.86 -1.59
H 0.74 7.97 -1.35
H 1.63 8.33 0.07
H 0.14 3.20 0.19
H -0.05 2.78 1.90
H -1.88 4.27 1.21
H -0.88 4.86 2.56
H -0.66 5.58 0.95
C -0.84 0.72 -3.26
C -1.19 1.50 -4.51
O -2.53 1.14 -4.89
P -3.22 1.94 -6.08
O -3.35 3.40 -5.95
O -2.26 1.51 -7.30
C -1.99 2.35 -8.43
C -1.87 1.50 -9.67
O -4.60 1.16 -6.29
C -5.27 1.27 -7.55
C -6.46 2.21 -7.40
H 0.22 0.85 -3.05
H -1.36 1.19 -2.43
H -1.15 -0.31 -3.38
H -1.10 2.59 -4.39
H -0.51 1.31 -5.35
H -2.75 3.12 -8.59
H -1.10 2.92 -8.16
H -2.04 2.04 -10.60
H -0.93 0.94 -9.74
H -2.67 0.76 -9.64
H -4.54 1.53 -8.31
H -5.66 0.28 -7.80
H -6.09 3.19 -7.08
H -7.06 2.25 -8.31
H -7.05 1.81 -6.58
C 1.28 1.28 4.22
C 0.61 1.81 5.47
O 0.51 0.67 6.37
P -0.05 0.79 7.85
O -0.39 -0.52 8.40
O 1.07 1.65 8.63
C 2.31 0.98 8.89
C 3.32 1.89 9.58
O -1.21 1.87 7.77
C -2.33 1.77 8.68
C -3.54 2.32 7.95
H 1.57 2.13 3.59
H 2.16 0.69 4.48
H 0.62 0.62 3.64
H 1.21 2.56 5.97
H -0.40 2.16 5.24
H 2.10 0.17 9.58
H 2.75 0.57 7.97
H 2.79 2.58 10.23
H 4.11 1.38 10.13
H 3.78 2.52 8.82
H -2.47 0.75 9.02
H -2.12 2.40 9.55
H -4.33 2.62 8.64
H -3.24 3.23 7.42
H -3.97 1.68 7.18
C -2.84 -1.70 5.92
C -2.35 -0.47 5.18
O -3.11 -0.40 3.96
P -3.31 1.00 3.24
O -2.05 1.66 2.84
O -4.23 1.80 4.27
C -4.94 2.99 3.90
C -4.07 4.22 4.15
O -4.29 0.72 2.02
C -3.78 -0.05 0.92
C -4.87 -0.91 0.32
H -2.25 -1.83 6.83
H -3.86 -1.57 6.27
H -2.74 -2.59 5.29
H -2.46 0.42 5.80
H -1.30 -0.57 4.91
H -5.21 2.92 2.85
H -5.86 3.05 4.48
H -4.61 5.08 3.74
H -3.93 4.38 5.22
H -3.12 4.09 3.65
H -3.43 0.65 0.16
H -2.94 -0.69 1.18
H -5.18 -1.70 1.01
H -5.71 -0.27 0.06
H -4.54 -1.36 -0.62
*
```